(1)
Molecular formula: C4H6Cl4NO
Method: DFT, ωB97M-V/def2-TZVPD

```
! wB97M-V def2-TZVPD RIJCOSX def2/J DEFGRID3
* xyz 1 1
C 2.64 -0.42 -0.06
C -0.75 -0.61 1.18
C -1.09 -0.26 -1.26
C -0.99 1.62 0.20
N -0.99 0.34 0.05
O 1.83 0.42 -0.07
Cl 2.80 -1.59 1.24
Cl -0.76 2.41 1.69
Cl -1.29 2.67 -1.05
Cl 3.83 -0.78 -1.32
H 0.03 -1.20 0.72
H -0.32 -0.07 2.03
H -1.59 -1.24 1.48
H -1.09 0.52 -2.15
H -0.22 -0.96 -1.39
H -2.05 -0.85 -1.29
*
```

Properties
- HOMO-LUMO gap: 10.18 eV
- HOMO level: -14.754 eV

(2)
Molecular formula: C5H11NO
Method: DFT, ωB97M-V/def2-TZVPD

```
! wB97M-V def2-TZVPD RIJCOSX def2/J DEFGRID3
* xyz 0 1
C 0.51 -1.80 2.27
N 1.07 -0.95 1.46
C 0.47 -0.42 0.34
C 0.07 0.91 0.40
C -0.72 1.75 -0.66
C -1.39 2.94 -0.02
H 0.89 -2.40 3.01
H -0.58 -1.95 2.30
H 0.54 -1.19 -0.51
H 0.28 1.38 1.38
H 0.10 2.17 -1.35
H -1.51 0.96 -1.06
H -1.06 3.92 -0.49
H -1.23 2.98 1.10
H -2.52 2.79 -0.24
O 0.31 -2.28 -2.81
H 0.32 -1.47 -3.29
H 1.19 -2.59 -2.55
*
```

Properties
- SMILES: C=N/C=C/CC.O
- ΔE to the lowest compared entry with this formula, charge and spin: 3.820 eV
- HOMO-LUMO gap: 8.85 eV
- HOMO level: -8.051 eV

(3)
Molecular formula: H32O16
Method: DFT, ωB97M-V/def2-TZVPD

```
! wB97M-V def2-TZVPD RIJCOSX def2/J DEFGRID3
* xyz 0 1
O -0.95 -0.64 5.49
H -0.31 -0.88 6.19
H -1.45 -0.05 5.99
O 2.95 1.36 -3.28
H 2.81 0.56 -2.93
H 3.88 1.36 -2.99
O 0.68 1.72 -4.35
H 0.84 2.30 -5.00
H 1.46 1.39 -3.98
O 1.16 -2.94 0.85
H 0.69 -3.84 1.13
H 0.74 -2.19 1.40
O 2.40 -0.24 2.14
H 1.38 0.03 2.37
H 2.81 0.63 2.37
O 3.39 -4.42 -1.38
H 2.89 -3.79 -1.91
H 2.59 -4.83 -0.89
O 4.59 -0.16 -0.63
H 5.21 -0.79 -0.93
H 4.39 -0.05 0.24
O -0.92 1.35 1.62
H -1.79 0.90 1.49
H -0.74 1.87 0.83
O -2.74 3.65 -0.28
H -2.99 2.92 -0.85
H -2.36 3.44 0.56
O -0.03 -0.75 3.10
H -0.17 0.19 3.04
H 0.64 -0.71 3.83
O 0.84 -0.54 -2.10
H 0.92 -1.40 -1.71
H 1.68 -0.15 -2.11
O -0.85 2.25 -2.02
H -0.78 3.00 -2.65
H -0.64 1.49 -2.66
O -3.64 2.63 2.70
H -2.80 2.34 2.54
H -3.91 3.20 1.93
O -2.37 -0.62 1.77
H -1.66 -1.21 2.26
H -2.86 -0.34 2.60
O -1.32 -1.61 -3.64
H -0.53 -1.97 -3.66
H -1.66 -0.82 -3.63
O -4.06 -1.00 -1.33
H -3.15 -1.40 -1.16
H -4.25 -1.22 -0.36
*
```

Properties
- ΔE to the lowest compared entry with this formula, charge and spin: 9.633 eV
- HOMO-LUMO gap: 10.42 eV
- HOMO level: -10.579 eV

(4)
Molecular formula: C69H55F15Ge3N6O3PS2W
Method: DFT, ωB97M-V/def2-TZVPD

```
! wB97M-V def2-TZVPD RIJCOSX def2/J DEFGRID3
* xyz 2 2
W -0.05 0.14 0.64
O -1.27 -1.71 -2.85
C -0.98 -1.50 -1.71
N -0.15 -0.44 -1.28
C 0.65 0.21 -2.24
O 1.28 -0.36 -3.08
C 0.56 1.68 -2.11
C 0.98 2.52 -3.13
C 0.63 3.85 -3.08
C -0.13 4.30 -2.01
C -0.42 3.42 -0.99
N -0.07 2.13 -1.01
C -1.47 -2.26 -0.56
C -2.33 -3.33 -0.71
C -2.75 -4.03 0.41
C -2.28 -3.61 1.65
C -1.45 -2.52 1.72
N -1.02 -1.83 0.65
H 1.54 2.08 -3.95
H 0.93 4.53 -3.87
H -0.47 5.32 -1.96
H -0.93 3.74 -0.09
H -2.66 -3.59 -1.71
H -3.42 -4.87 0.34
H -2.58 -4.12 2.55
H -1.08 -2.16 2.68
O -1.09 0.21 2.25
N 1.16 -0.89 1.93
C 1.54 -1.54 2.94
C 2.30 -2.79 2.86
C 2.76 -3.43 4.01
C 3.50 -4.59 3.89
C 3.77 -5.12 2.63
C 3.30 -4.49 1.49
C 2.58 -3.31 1.59
P 2.04 -2.40 0.10
C 3.65 -2.39 -0.81
C 4.84 -2.58 -0.09
C 6.01 -2.88 -0.76
C 6.03 -2.97 -2.14
C 4.88 -2.64 -2.86
C 3.71 -2.32 -2.20
C 1.14 -3.79 -0.73
C 0.61 -4.81 0.07
C -0.05 -5.88 -0.52
C -0.21 -5.93 -1.90
C 0.27 -4.90 -2.69
C 0.94 -3.83 -2.11
H -1.36 0.20 3.16
H 1.33 -1.18 3.95
H 2.55 -3.01 4.98
H 3.87 -5.10 4.77
H 4.36 -6.03 2.54
H 3.52 -4.91 0.52
H 4.85 -2.53 0.99
H 6.91 -3.06 -0.19
H 6.93 -3.26 -2.65
H 4.90 -2.65 -3.94
H 2.85 -2.02 -2.78
H 0.71 -4.78 1.14
H -0.43 -6.67 0.11
H -0.72 -6.77 -2.35
H 0.12 -4.90 -3.76
H 1.28 -3.03 -2.75
C -2.97 2.66 3.40
Ge -3.54 2.73 1.50
C -3.24 4.56 0.81
C -5.50 2.42 1.56
Ge -2.33 1.02 0.10
C -3.68 -0.42 0.49
C -4.09 -0.69 1.80
C -5.16 -1.53 2.08
C -5.84 -2.15 1.04
C -5.44 -1.92 -0.27
C -4.37 -1.08 -0.54
C -3.11 1.44 -1.72
C -4.47 1.76 -1.71
C -5.14 2.14 -2.86
C -4.47 2.20 -4.07
C -3.13 1.84 -4.12
C -2.47 1.46 -2.96
H -3.15 3.64 3.85
H -1.91 2.43 3.51
H -3.57 1.93 3.94
H -4.04 5.19 1.21
H -3.30 4.58 -0.28
H -2.29 4.96 1.14
H -5.84 2.79 2.53
H -5.77 1.37 1.47
H -6.00 3.00 0.78
H -3.59 -0.20 2.62
H -5.47 -1.70 3.10
H -6.68 -2.80 1.24
H -5.96 -2.40 -1.09
H -4.08 -0.90 -1.57
H -5.02 1.69 -0.78
H -6.20 2.38 -2.81
H -4.98 2.50 -4.97
H -2.59 1.84 -5.06
H -1.45 1.14 -3.05
C 2.93 6.72 2.28
C 3.09 5.29 2.76
N 1.96 4.49 2.31
C 1.61 3.28 2.70
S 0.23 2.55 1.97
N 2.33 2.67 3.65
C 1.83 1.56 4.46
C 1.33 2.03 5.82
H 3.80 7.31 2.56
H 2.04 7.17 2.71
H 2.84 6.75 1.19
H 3.14 5.28 3.86
H 4.02 4.86 2.37
H 1.40 4.89 1.57
H 3.05 3.21 4.09
H 2.64 0.84 4.59
H 1.02 1.09 3.90
H 2.14 2.48 6.40
H 0.95 1.19 6.39
H 0.53 2.77 5.71
F 6.97 0.03 0.85
C 6.77 0.26 -0.45
C 5.59 0.85 -0.86
C 5.42 1.06 -2.22
F 4.29 1.67 -2.61
C 6.38 0.72 -3.15
F 6.19 0.93 -4.45
C 7.57 0.14 -2.71
F 8.50 -0.20 -3.58
C 7.76 -0.09 -1.35
F 8.88 -0.68 -0.94
Ge 4.28 1.73 0.33
S 2.28 0.97 0.12
C 4.98 1.62 2.19
C 4.79 0.45 2.90
F 4.02 -0.51 2.36
C 5.35 0.22 4.14
F 5.10 -0.91 4.80
C 6.18 1.19 4.70
F 6.75 0.99 5.87
C 6.38 2.39 4.02
F 7.14 3.33 4.55
C 5.77 2.59 2.79
F 5.94 3.77 2.17
C 4.52 3.60 -0.35
C 3.47 4.45 -0.62
F 2.23 4.07 -0.28
C 3.63 5.69 -1.21
F 2.57 6.47 -1.42
C 4.91 6.11 -1.56
F 5.09 7.29 -2.12
C 5.99 5.28 -1.31
F 7.21 5.66 -1.65
C 5.78 4.05 -0.71
F 6.84 3.27 -0.44
*
```

Properties
- HOMO-LUMO gap (alpha / beta): 5.49 / 5.25 eV
- <S²>: 0.777
- HOMO level (alpha / beta): -12.301 / -12.300 eV

(5)
Molecular formula: C5H7NO
Method: DFT, ωB97M-V/def2-TZVPD

```
! wB97M-V def2-TZVPD RIJCOSX def2/J DEFGRID3
* xyz 0 1
C 2.47 0.25 0.51
N 1.10 0.25 0.90
C 0.18 -0.19 0.22
O -0.23 -1.47 -0.17
C -1.37 -0.83 -0.80
C -2.11 0.01 0.19
C -0.88 0.56 -0.49
H 2.72 1.29 0.41
H 3.13 -0.10 1.33
H 2.46 -0.14 -0.54
H -1.79 -1.30 -1.67
H -2.03 -0.22 1.26
H -3.06 0.39 -0.16
H -0.57 1.48 -0.98
*
```

Properties
- ΔE to the lowest compared entry with this formula, charge and spin: 4.406 eV
- HOMO-LUMO gap: 9.14 eV
- HOMO level: -8.122 eV

| no. | molecular weight (u) | electronic energy (Eh) |
| --- | --- | --- |
| 1 | 225.91 | -2126.4995 |
| 2 | 101.15 | -326.9910 |
| 3 | 288.24 | -1222.8448 |
| 4 | 1797.99 | -12149.6239 |
| 5 | 97.12 | -324.5626 |